Here is an isolated ion of composition C3H4NO6P and charge -2 at a distorted geometry from the OMol25 dataset. Energies are from ωB97M-V/def2-TZVPD.

Values from the calculation:
Kohn-Sham gap = 4.7 eV
lowest unoccupied orbital energy = 5.3 eV
net charge = -2
largest force on an atom = 3.0 eV/A
ΔE to the lowest compared entry with this formula, charge and spin = 16.8 kcal per mole
SMILES = NC(=O)O[C@H]1O[C@@H]1P(=O)([O-])[O-]

Structure (XYZ):
```
15
C3H4NO6P ωB97M-V/def2-TZVPD
N 3.362 0.041 -0.089
C 2.078 -0.564 -0.356
O 1.952 -1.635 -0.848
O 1.119 0.211 0.075
C -0.172 -0.282 0.071
O -0.508 -0.749 1.322
C -1.284 0.429 0.709
P -2.957 0.364 -0.227
O -2.723 -0.755 -1.187
O -4.138 0.234 0.715
O -2.804 1.785 -0.758
H 4.262 -0.395 -0.324
H 3.365 0.981 0.292
H -0.453 -1.120 -0.578
H -1.098 1.455 1.184
```